Entry 1:
A cluster of 2 separate species, C8H9NSi in total in a non-equilibrium geometry, computed with ωB97M-V/def2-TZVPD.

Multiplicity   1

```
19
C8H9NSi ωB97M-V/def2-TZVPD
C 2.410 1.467 1.169
C -2.873 0.616 0.063
C -2.082 0.308 1.162
C -2.374 1.119 -1.096
C -0.740 0.296 1.024
C -0.972 1.087 -1.221
C -0.117 0.647 -0.209
C 1.290 0.640 -0.503
N 3.118 1.824 1.998
Si 2.399 -1.026 -0.438
H -3.895 0.851 0.257
H -2.608 0.032 2.079
H -3.056 1.291 -1.906
H -0.151 -0.034 1.828
H -0.572 1.157 -2.233
H 1.466 1.373 -1.206
H 2.669 -1.189 0.982
H 3.587 -0.492 -1.025
H 1.537 -1.819 -1.247
```


Entry 2:
A cluster of 2 separate species, C8H9NSi in total in a non-equilibrium geometry, computed with ωB97M-V/def2-TZVPD.

Multiplicity   1

```
19
C8H9NSi ωB97M-V/def2-TZVPD
C 0.550 -0.483 -2.601
C -2.266 0.147 1.931
C -0.921 0.330 2.341
C -2.585 -0.245 0.618
C 0.106 0.204 1.449
C -1.497 -0.568 -0.270
C -0.301 -0.239 0.238
C 1.550 -0.621 -1.622
N -0.369 -0.537 -3.339
Si 2.732 0.652 -0.994
H -2.978 0.187 2.676
H -0.763 0.882 3.229
H -3.513 -0.295 0.004
H 1.098 0.443 1.719
H -1.709 -0.782 -1.336
H 2.019 -1.551 -1.620
H 3.125 1.350 -2.133
H 3.785 -0.190 -0.371
H 1.936 1.316 0.083
```


Entry 3:
A cluster of 2 separate species, C8H9O in total in a non-equilibrium geometry, computed with ωB97M-V/def2-TZVPD.

Multiplicity   3
Net charge   +1

```
18
C8H9O ωB97M-V/def2-TZVPD
C 2.838 0.402 -0.080
C 2.470 -0.889 -0.005
C 2.048 1.507 -0.084
C 1.125 -1.377 -0.019
C 0.660 1.601 0.127
C -0.140 -0.720 0.131
C -0.386 0.661 0.123
C -3.294 -0.010 -0.217
O -1.601 1.139 0.114
H 3.875 0.666 -0.206
H 3.326 -1.640 -0.085
H 2.501 2.456 -0.408
H 1.059 -2.405 0.236
H 0.271 2.685 0.036
H -0.945 -1.491 0.502
H -3.911 0.891 0.083
H -3.251 -0.011 -1.331
H -3.387 -0.962 0.305
```


Number 1: energy -17805.48950 eV. Number 2: energy -17804.26811 eV. Number 3: energy -10475.63663 eV.